# 1
Density functional theory data (ωB97M-V/def2-TZVPD) for a molecular structure, C31H25Co2N2O7 in a non-equilibrium geometry.

```
67
Properties=species:S:1:pos:R:3:forces:R:3
O -3.525162 2.202935 4.096541 -2.8 1.6 0.0
C -2.501789 1.757844 4.219314 2.9 -2.2 -0.6
Co -0.924894 0.991258 4.377557 0.0 1.2 0.8
C 0.078654 2.394571 4.041718 -0.5 -0.5 -0.5
O 0.634040 3.371572 3.844107 0.6 1.1 0.0
C -0.880837 0.811254 6.125902 -0.1 -0.2 -0.6
O -0.904890 0.789360 7.263487 0.0 0.1 1.4
C -1.356799 -0.695722 3.405344 -3.6 -0.5 -2.2
C -2.663396 -1.363943 3.628131 0.4 -0.5 -0.2
C -2.983857 -1.612765 4.966076 -0.1 0.3 -0.5
C -4.234761 -2.102227 5.288384 0.8 0.1 -0.2
C -5.127918 -2.421799 4.277648 -0.5 -0.2 0.0
C -4.785209 -2.302351 2.930225 0.7 0.3 0.2
C -3.526667 -1.802698 2.573840 0.3 0.5 0.9
C -0.674268 -0.782983 2.239324 -3.8 0.7 2.3
C -0.769152 -0.234176 1.000477 -0.1 1.8 -2.3
Co 0.389426 -0.993512 3.581044 5.5 -0.8 1.4
C 0.429316 -1.412264 5.202564 1.6 -2.8 5.6
O 0.616288 -1.840785 6.290408 -1.0 1.4 -2.9
C 1.648645 0.315330 3.556704 1.5 0.2 -0.6
O 2.658083 0.883141 3.587124 -1.1 -0.3 0.2
C 1.260677 -2.368554 2.918830 2.7 -3.2 -0.9
O 1.919911 -3.293600 2.561990 -2.4 3.0 1.0
H -2.201319 -1.359592 5.697806 -0.8 -0.1 -0.2
H -4.436863 -2.211078 6.333888 -0.6 -0.3 0.4
H -6.107662 -2.782986 4.564219 -0.1 -0.1 -0.1
H -5.476938 -2.584117 2.149320 -0.1 -0.1 0.0
H -3.224668 -1.728876 1.511226 -0.2 0.1 0.8
H 0.281459 0.303002 0.983652 -2.0 0.7 -0.9
H -1.856694 0.273588 0.843033 2.9 -0.8 -0.3
C 0.047802 -1.917135 -2.900629 0.0 -0.4 0.1
N -0.261351 -0.501605 -3.042548 -0.6 -0.7 0.5
C 0.556062 0.550644 -2.758338 -0.4 -1.2 4.0
H -0.518010 -1.085782 0.400159 -0.3 -0.4 -1.9
C 1.887503 0.392300 -2.181492 1.3 -0.2 0.5
C 2.531866 0.190143 -0.866139 -0.4 0.0 -0.6
C 3.927817 0.120502 -0.848734 0.4 0.3 -1.1
C 4.671861 0.271509 -2.049034 -0.5 0.2 -1.1
O 6.014816 0.214967 -2.013544 0.8 0.0 -0.1
C 6.707429 0.395378 -3.272463 -0.3 -0.2 1.0
C 4.058401 0.480392 -3.297377 -0.5 -0.2 0.6
C 2.691462 0.506769 -3.318415 -0.6 -0.1 0.2
N -0.199196 1.648339 -2.645858 -1.1 1.1 0.5
C 0.212803 2.889737 -2.009841 -0.1 0.3 0.0
C -1.368212 1.449048 -3.393016 1.7 -2.0 -0.3
C -1.405953 0.018253 -3.660328 1.7 1.9 -0.3
C -1.819971 -0.469346 -4.881715 -1.1 -0.1 -0.5
C -2.264175 0.467994 -5.831683 -0.6 0.4 0.1
C -2.216056 1.857804 -5.577121 -0.4 -0.3 0.3
C -1.730892 2.362668 -4.358800 -1.2 0.6 -0.6
H -0.667818 -2.467132 -3.518217 0.3 0.0 0.0
H 1.067940 -2.114618 -3.241968 -0.1 0.0 -0.1
H -0.038002 -2.354329 -1.874847 0.0 0.9 -0.6
H 2.054032 0.092201 0.152037 0.0 0.2 -1.6
H 4.523379 -0.036068 0.056779 -0.5 0.1 -0.2
H 7.743312 0.304659 -2.971465 0.2 0.0 -0.3
H 6.436807 -0.383440 -3.994352 0.1 0.1 0.2
H 6.506408 1.383720 -3.701071 0.0 -0.1 0.1
H 4.476537 0.623293 -4.277474 0.9 -0.1 0.2
H 2.138100 0.665632 -4.263281 0.7 -0.1 0.5
H -0.452773 3.673565 -2.393141 0.4 -0.1 0.1
H 0.146037 2.915922 -0.892535 -0.1 -0.6 -0.8
H 1.259200 3.094256 -2.271018 -0.3 0.1 0.0
H -1.712419 -1.542643 -5.087362 -0.1 0.6 -0.2
H -2.656979 0.114231 -6.788034 0.2 0.2 0.2
H -2.564703 2.565332 -6.332410 0.2 -0.3 0.1
H -1.535830 3.423038 -4.154631 -0.2 -0.4 -0.5
```
Forces are in eV/Å.

Summary:
E_LUMO: 1.53 eV
Maximum force: 6.4 eV/A
Total charge: -1
E: -125109.4332 eV

# 2
Density functional theory data (ωB97M-V/def2-TZVPD) for 3 unconnected molecules or ions with the total composition C3H9NO2S2 in a non-equilibrium geometry.

```
17
Properties=species:S:1:pos:R:3:forces:R:3
N 0.641663 -1.629593 1.183028 -1.1 1.1 -0.2
C 0.278320 -1.367980 -0.189714 3.7 0.9 0.8
C 1.592406 -1.072500 -0.901792 1.0 -4.0 -0.2
O 2.626234 -0.715568 -0.305157 -0.2 0.2 0.3
C 0.332887 0.069350 -0.777698 -5.0 1.6 1.8
S -1.691265 0.599298 0.843201 0.7 0.2 -1.5
S -3.065500 0.755035 -0.626015 0.1 -0.2 0.4
H 0.037211 -1.079215 1.788659 -0.2 -0.4 0.2
H 1.553707 -1.191696 1.297283 0.2 -0.4 0.2
H -0.490534 -1.958825 -0.646555 0.0 -0.2 -0.3
H 1.792939 -1.692443 -1.786176 -0.6 1.1 -1.0
H -0.444048 0.241359 -1.516312 0.6 -0.1 -0.6
H 0.698386 0.996643 -0.367913 0.7 -0.2 0.2
H -2.854226 2.030549 -0.973874 -0.1 0.2 0.0
H 3.277475 0.830415 0.266586 0.1 0.3 -0.3
H 4.661312 1.392336 0.327015 0.1 0.3 -0.1
O 3.758836 1.668932 0.135559 0.0 -0.2 0.4
```
Forces are in eV/Å.

Summary:
E_LUMO: -3.08 eV
Maximum force: 5.5 eV/A
E: -30507.6159 eV

# 3
Density functional theory data (ωB97M-V/def2-TZVPD) for 2 unconnected molecules or ions with the total composition C2H4N4S in a non-equilibrium geometry.

```
11
Properties=species:S:1:pos:R:3:forces:R:3
C -0.509304 1.479708 0.392976 -1.3 -0.3 1.7
C 0.749037 1.272631 0.739638 3.0 -0.5 -1.8
N -0.820761 0.949742 -0.774790 -2.7 -1.2 -2.2
N 0.073341 0.345146 -1.445986 1.0 1.9 0.3
N -0.324939 -2.044377 -0.255484 2.2 1.6 -0.7
N 0.464489 -2.582111 0.518475 -2.0 0.1 -0.2
S 1.545475 0.564791 -0.640929 -0.1 0.0 1.1
H -1.305702 1.715091 1.087631 0.0 0.6 -0.3
H -1.368267 -1.750204 -0.165884 1.2 -1.0 0.4
H 0.158394 -1.458819 -1.031596 -1.7 -1.3 0.6
H 1.338236 1.508402 1.575949 0.3 0.4 1.0
```
Forces are in eV/Å.

Summary:
E_LUMO: -0.18 eV
Maximum force: 3.7 eV/A
E: -18929.9131 eV

# 4
Density functional theory data (ωB97M-V/def2-TZVPD) for a molecular structure, C27H34BN10O4Y in a non-equilibrium geometry.

```
77
Properties=species:S:1:pos:R:3:forces:R:3
Y 0.838023 -0.369891 0.100156 -0.5 0.5 -0.2
C 2.733665 -0.599621 3.010549 0.8 -1.8 0.1
C 3.805419 -0.608976 1.940734 -0.7 -0.2 -0.2
O 3.222779 -0.090260 0.693273 0.5 -0.4 0.5
C 4.128145 -0.171138 -0.449298 0.1 -0.2 0.4
C 3.834423 -1.414360 -1.253788 -1.0 1.0 0.2
O 2.444125 -1.345534 -1.647832 -0.7 -1.1 0.8
C 1.870192 -2.678374 -1.917813 0.6 0.1 -0.4
C 1.871058 -3.563661 -0.669047 1.5 -0.1 -0.7
O 1.274193 -2.821323 0.371382 -0.4 1.3 0.2
C 1.600876 -3.317069 1.689165 -0.6 -0.5 -0.8
C 1.057172 -2.384191 2.712883 0.5 -1.3 1.4
O 1.478351 -1.060084 2.492560 -0.3 1.2 -0.5
H 3.067703 -1.246904 3.861951 -0.3 0.5 -0.7
H 2.650506 0.383255 3.373042 -0.7 1.3 0.5
H 4.642403 -0.011125 2.302331 0.1 0.2 -0.4
H 4.131604 -1.629697 1.793370 0.3 -0.2 -0.4
H 3.954094 0.724927 -1.001982 -0.1 0.5 -0.3
H 5.172125 -0.140675 -0.136995 0.0 -0.1 0.2
H 4.390717 -1.480143 -2.159888 0.9 0.0 -0.6
H 3.982172 -2.276635 -0.647640 0.4 -0.7 0.4
H 0.857788 -2.437106 -2.183610 -0.6 0.0 -0.5
H 2.391749 -3.138741 -2.803480 -0.5 0.3 1.0
H 1.328780 -4.497911 -0.765757 -0.1 -0.2 -0.5
H 2.943211 -3.829815 -0.461910 -1.0 0.1 0.3
H 1.131851 -4.318352 1.781569 0.7 0.4 0.2
H 2.671993 -3.293784 1.685008 0.7 -0.7 0.5
H -0.005244 -2.441109 2.710722 -0.9 0.4 -0.2
H 1.324170 -2.786237 3.718566 0.2 0.5 -0.5
C 2.128747 2.798872 -3.209660 0.2 -0.2 -1.5
C 2.305861 1.572362 -2.581905 -1.6 1.0 0.7
N 1.290748 1.371006 -1.720733 0.1 -0.6 0.7
N 0.457577 2.446940 -1.819898 0.8 -0.5 0.2
C 0.925744 3.286070 -2.738059 0.7 0.9 -0.2
B -0.890812 2.491397 -1.130404 -1.0 -0.2 -1.1
N -0.795936 2.376159 0.365098 0.2 0.9 1.7
C -1.383289 3.237216 1.243654 -1.3 1.1 -0.8
C -0.678536 3.302416 2.409070 0.9 -0.8 0.3
C 0.379170 2.372255 2.200428 -0.2 0.4 0.6
N 0.298395 1.818924 0.992957 0.2 -0.1 0.0
N -1.707457 1.305854 -1.683731 -1.1 -2.2 -1.1
C -2.731797 1.078771 -2.579499 0.5 0.7 -0.5
C -2.835494 -0.279916 -2.868189 -0.5 1.8 0.7
C -1.897981 -0.845071 -2.036004 0.1 -0.5 0.0
N -1.203828 0.055209 -1.368047 0.7 0.7 0.8
N -1.641616 3.879446 -1.598570 0.9 -0.9 0.5
C -2.216174 4.177825 -2.703437 -1.2 0.7 -0.6
C -2.639654 5.567216 -2.680291 0.2 0.0 0.2
C -2.119676 6.023305 -1.424096 0.0 0.9 0.0
N -1.513339 5.038056 -0.828797 0.4 1.0 0.8
H 2.711241 3.114358 -4.077577 -0.2 0.3 0.6
H 3.095710 0.872684 -2.701226 0.2 -0.4 -0.2
H 0.412568 4.222446 -2.919109 0.3 -0.2 -0.3
H -2.248546 3.875739 0.926293 1.0 -1.1 0.6
H -0.843170 3.919707 3.290802 0.0 -0.3 -0.4
H 1.181223 2.121434 2.924361 -0.7 0.0 -0.8
H -3.260333 1.913858 -3.064523 0.1 -0.9 0.6
H -3.592076 -0.762229 -3.442494 -0.2 -0.1 -0.4
H -1.789070 -1.901498 -1.871372 0.4 -0.1 0.0
H -2.458111 3.516137 -3.487820 0.2 -0.7 -0.7
H -3.214874 6.053639 -3.469077 0.3 0.0 0.4
H -2.119414 7.059055 -0.981970 -0.1 -1.4 -0.6
N -2.947849 -0.734425 2.970371 -0.4 0.8 0.9
C -1.803570 -0.260540 2.507217 1.7 0.6 -1.3
N -1.346930 -0.921087 1.409345 -0.4 0.3 1.6
C -2.290810 -1.952362 1.258813 -0.5 -0.5 -0.5
C -2.348528 -3.070801 0.389126 -0.7 -0.2 1.6
C -3.384894 -3.999243 0.586527 0.9 -0.3 -1.9
C -4.391416 -3.795283 1.511151 -0.8 0.5 1.2
C -4.374319 -2.713792 2.361252 1.1 0.9 0.2
C -3.307010 -1.807310 2.223762 -0.4 -1.5 -1.0
H -3.487204 -0.311452 3.718792 0.2 -0.2 -0.1
H -1.290584 0.581542 3.001511 -0.4 -0.6 -0.5
H -1.525344 -3.308889 -0.244674 0.4 -0.1 -0.6
H -3.426895 -4.901339 -0.076963 0.1 0.9 0.8
H -5.216934 -4.463205 1.692866 0.1 -0.5 -0.5
H -5.057557 -2.576921 3.186508 -0.3 -0.1 -0.2
```
Forces are in eV/Å.

Summary:
E_LUMO (alpha / beta): -7.18 / -11.55 eV
Multiplicity: 2
Maximum force: 2.7 eV/A
Expectation value of S²: 0.76
Total charge: +3
E: -53340.1245 eV

- The highest E belongs to which entry?
  C2H4N4S

- Which formula does entry 1 have?
  C31H25Co2N2O7